{
  "formula": "C27H35MnN8O3",
  "method": "ωB97M-V/def2-TZVPD",
  "species": ["Mn", "O", "O", "O", "N", "N", "N", "N", "N", "N", "N", "N", "C", "C", "C", "C", "C", "C", "C", "C", "C", "C", "C", "C", "C", "C", "C", "C", "C", "C", "C", "C", "C", "C", "C", "C", "C", "C", "C", "H", "H", "H", "H", "H", "H", "H", "H", "H", "H", "H", "H", "H", "H", "H", "H", "H", "H", "H", "H", "H", "H", "H", "H", "H", "H", "H", "H", "H", "H", "H", "H", "H", "H", "H"],
  "coordinates": [[-0.363, 0.359, 1.087], [1.013, -0.823, -0.030], [-0.429, -0.332, 3.293], [-1.198, 1.018, -0.610], [0.529, 2.449, 1.564], [-2.022, -0.823, 1.228], [1.428, 1.566, 2.059], [2.511, 2.155, 2.413], [1.693, -0.300, -2.134], [2.319, 3.455, 2.150], [0.766, -2.383, -1.649], [-2.613, -1.382, 0.257], [-2.520, -0.093, -3.710], [-1.861, 0.652, -2.807], [3.383, 4.454, 2.375], [-4.092, -2.138, 4.056], [-3.884, -2.054, -4.339], [-3.697, -1.848, 2.758], [5.160, 3.242, 1.009], [1.140, -1.151, -1.234], [-3.267, -1.811, 5.120], [-4.542, -3.208, -4.005], [0.601, -0.490, 4.283], [4.397, 4.545, 1.231], [-2.508, -0.923, -1.013], [-4.554, -3.630, -2.667], [1.104, 3.620, 1.627], [-1.821, 0.275, -1.420], [1.786, 1.112, -1.809], [2.559, -0.743, -3.224], [0.290, -2.674, -3.001], [-2.474, -1.240, 2.516], [-2.037, -1.207, 4.891], [-1.648, -0.932, 3.595], [-3.218, -1.721, -2.017], [-3.911, -2.903, -1.692], [3.731, 5.026, -0.056], [0.430, -3.396, -0.652], [-3.215, -1.298, -3.359], [0.455, 0.213, 5.102], [-3.873, -1.707, -5.367], [5.921, 3.388, 0.242], [0.593, -1.509, 4.663], [-3.577, -2.017, 6.137], [-2.533, 0.221, -4.751], [1.708, 1.686, -2.734], [4.467, 5.094, -0.859], [2.954, 4.328, -0.389], [0.968, 1.404, -1.163], [5.658, 2.905, 1.919], [-3.925, -3.232, -0.661], [-4.332, -2.078, 1.911], [0.683, 4.567, 1.320], [-5.081, -4.537, -2.396], [2.691, -1.819, -3.200], [-0.650, -3.453, -0.502], [0.905, -3.160, 0.292], [-0.699, -3.130, -2.928], [4.500, 2.439, 0.674], [3.541, -0.282, -3.102], [3.279, 6.015, 0.065], [5.110, 5.304, 1.562], [-5.052, -3.786, -4.764], [3.873, 4.184, 3.306], [-5.054, -2.603, 4.237], [-1.357, 1.567, -3.093], [-1.398, -0.958, 5.726], [1.545, -0.288, 3.794], [2.163, -0.451, -4.199], [2.741, 1.351, -1.329], [0.193, -1.760, -3.579], [2.881, 5.411, 2.506], [0.951, -3.368, -3.523], [0.786, -4.364, -1.001]],
  "s_squared": 8.756,
  "e_lumo_ev": [-2.844, -2.984],
  "orbital_gap_ha": [0.253, 0.252],
  "relative_energy_kj_mol": 0.0,
  "total_charge": 1,
  "multiplicity": 6,
  "total_energy_ha": -2864.4705
}


{
  "formula": "C27H35N3OPS2Ti",
  "method": "ωB97M-V/def2-TZVPD",
  "species": ["Ti", "S", "S", "P", "O", "N", "N", "N", "C", "C", "C", "C", "C", "C", "C", "C", "C", "C", "C", "C", "C", "C", "C", "C", "C", "C", "C", "C", "C", "C", "C", "C", "C", "C", "C", "H", "H", "H", "H", "H", "H", "H", "H", "H", "H", "H", "H", "H", "H", "H", "H", "H", "H", "H", "H", "H", "H", "H", "H", "H", "H", "H", "H", "H", "H", "H", "H", "H", "H", "H"],
  "coordinates": [[0.230, 0.205, 0.616], [0.716, 1.093, -1.417], [2.320, -2.042, 0.479], [0.837, 1.886, 2.373], [-1.456, 0.470, 0.454], [-0.811, 2.373, -3.158], [-2.100, 1.398, -1.576], [0.796, -1.546, 1.015], [-5.410, -0.244, 1.496], [-6.429, 0.150, 0.632], [-0.364, 1.557, 3.691], [0.674, -4.272, -2.437], [0.496, 3.547, 1.753], [3.116, -2.801, 1.838], [-0.872, 1.684, -2.060], [-6.140, 0.766, -0.583], [-2.440, 0.848, -0.476], [-3.793, 0.597, -0.075], [2.572, -3.935, 2.443], [2.941, -4.349, -0.804], [2.744, -5.318, -1.777], [-2.066, 2.930, -3.767], [4.309, -2.220, 2.253], [-4.829, 0.991, -0.941], [0.854, -3.284, -1.481], [4.983, -2.799, 3.320], [1.616, -5.283, -2.585], [-4.095, -0.022, 1.148], [-2.611, 4.128, -3.012], [3.252, -4.485, 3.512], [2.468, 1.926, 3.136], [0.442, 2.698, -3.896], [0.928, 4.105, -3.603], [1.981, -3.352, -0.671], [4.453, -3.919, 3.945], [2.702, 0.967, 3.599], [2.447, 2.699, 3.907], [-1.786, 3.200, -4.782], [-6.942, 1.066, -1.242], [-1.381, 1.683, 3.319], [-0.205, -4.252, -3.067], [0.209, 4.858, -3.923], [0.245, -2.323, 1.383], [3.233, 2.175, 2.403], [4.984, -4.367, 4.774], [-2.881, 3.874, -1.987], [2.861, -5.365, 4.004], [3.475, -6.106, -1.897], [1.132, 4.243, -2.540], [-7.461, -0.024, 0.909], [-5.653, -0.723, 2.435], [0.194, 2.573, -4.948], [1.852, 4.277, -4.153], [-0.244, 0.549, 4.088], [-0.428, 3.571, 1.177], [1.468, -6.048, -3.335], [0.123, -2.494, -1.377], [-3.305, -0.330, 1.820], [-0.196, 2.270, 4.501], [-2.787, 2.118, -3.818], [-1.906, 4.957, -3.000], [-4.591, 1.466, -1.882], [1.195, 1.953, -3.658], [0.400, 4.225, 2.604], [3.819, -4.382, -0.173], [-3.512, 4.469, -3.522], [5.922, -2.381, 3.655], [1.319, 3.879, 1.120], [4.718, -1.355, 1.745], [1.665, -4.400, 2.076]],
  "e_lumo_ev": -10.178,
  "orbital_gap_ha": 0.248,
  "relative_energy_kj_mol": 0.0,
  "total_charge": 3,
  "total_energy_ha": -3275.6939
}


{
  "formula": "C27H35N4O20PS2",
  "method": "ωB97M-V/def2-TZVPD",
  "species": ["S", "S", "P", "O", "O", "O", "O", "O", "O", "O", "O", "O", "O", "O", "O", "O", "O", "O", "O", "O", "O", "O", "O", "N", "N", "N", "N", "C", "C", "C", "C", "C", "C", "C", "C", "C", "C", "C", "C", "C", "C", "C", "C", "C", "C", "C", "C", "C", "C", "C", "C", "C", "C", "C", "H", "H", "H", "H", "H", "H", "H", "H", "H", "H", "H", "H", "H", "H", "H", "H", "H", "H", "H", "H", "H", "H", "H", "H", "H", "H", "H", "H", "H", "H", "H", "H", "H", "H", "H"],
  "coordinates": [[6.967, 5.368, -2.993], [-0.470, 4.343, -2.344], [3.195, 6.793, -5.695], [1.800, 1.503, 4.638], [-4.690, 2.703, -2.480], [-3.068, -10.761, 2.429], [-1.279, -2.350, -2.981], [1.465, -2.769, 3.595], [3.617, 1.295, -0.230], [-2.833, 1.925, -1.470], [-2.756, -11.803, 4.403], [-0.765, -1.911, -0.845], [-1.690, -9.872, 3.946], [-3.721, -4.189, 0.349], [-3.943, 0.617, -2.900], [-0.269, -1.922, 4.710], [-4.777, -5.792, 1.485], [-0.491, -3.978, -1.627], [3.299, 2.814, 3.588], [3.714, 3.350, -0.774], [-0.628, -3.301, 2.968], [1.119, 3.118, 3.225], [-2.541, -5.884, 1.236], [6.033, 4.515, -1.995], [3.845, 1.977, -1.139], [1.966, 6.419, -6.600], [5.889, 5.972, -4.018], [3.201, 3.729, 2.489], [0.134, -3.957, -0.330], [3.431, 5.745, -4.218], [-0.471, 6.158, -2.483], [0.118, -2.720, 3.695], [1.160, 3.778, -1.792], [2.007, -1.766, 4.471], [3.599, 4.133, -1.920], [-5.120, -3.972, 0.131], [-2.703, -0.064, -2.621], [0.896, -1.586, 5.477], [-0.881, -2.722, -1.919], [-3.899, 1.833, -2.304], [2.326, 5.182, -3.650], [4.794, 4.676, -2.467], [-5.747, -4.764, 1.256], [-2.738, -9.453, 1.950], [2.051, 2.395, 3.889], [4.701, 5.496, -3.622], [-0.476, -2.730, 0.301], [-1.497, -9.120, 2.744], [-2.255, 0.623, -1.352], [0.412, 6.905, -1.476], [-2.527, -10.902, 3.666], [-3.581, -5.341, 1.043], [1.780, 4.228, 2.608], [2.374, 4.377, -2.473], [-1.503, 6.450, -2.288], [-2.021, 0.090, -3.455], [-2.864, -1.116, -2.487], [1.692, 5.099, 3.260], [-5.859, -4.178, 2.170], [3.029, 8.100, -5.181], [-2.562, -9.466, 0.877], [-1.175, 0.690, -1.264], [-0.146, 7.237, -0.602], [1.479, 5.603, -6.245], [2.937, -2.107, 4.920], [1.214, -3.869, -0.464], [-6.709, -5.192, 0.990], [0.832, -0.570, 5.855], [0.973, -2.278, 6.318], [-0.283, 6.451, -3.514], [-1.407, -8.058, 2.958], [4.395, 6.758, -6.431], [-1.404, -2.947, 0.820], [-0.083, -4.865, 0.225], [1.328, 4.462, 1.646], [2.199, -0.861, 3.898], [-0.582, -9.463, 2.256], [-2.654, 0.141, -0.458], [0.200, -2.223, 0.978], [1.271, 3.853, -0.711], [-5.358, -2.912, 0.173], [-3.565, -8.776, 2.167], [3.938, 4.523, 2.580], [1.169, 2.707, -2.013], [1.308, 6.361, -1.178], [-5.386, -4.356, -0.855], [0.767, 7.821, -1.956], [1.374, 5.367, -4.129], [3.379, 3.185, 1.565]],
  "e_lumo_ev": -1.620,
  "orbital_gap_ha": 0.269,
  "total_energy_ha": -3911.3286
}


{
  "formula": "C27H36AuN5O5SSi2",
  "method": "ωB97M-V/def2-TZVPD",
  "species": ["Au", "S", "Si", "Si", "O", "O", "O", "O", "O", "N", "N", "N", "N", "N", "C", "C", "C", "C", "C", "C", "C", "C", "C", "C", "C", "C", "C", "C", "C", "C", "C", "C", "C", "C", "C", "C", "C", "C", "C", "C", "C", "H", "H", "H", "H", "H", "H", "H", "H", "H", "H", "H", "H", "H", "H", "H", "H", "H", "H", "H", "H", "H", "H", "H", "H", "H", "H", "H", "H", "H", "H", "H", "H", "H", "H", "H", "H"],
  "coordinates": [[-1.018, -0.226, -0.714], [2.956, -6.581, 0.520], [-3.073, 2.329, -0.485], [0.949, 3.203, -1.097], [2.392, -7.906, 0.488], [2.996, -5.844, 1.758], [-1.103, -0.159, 1.663], [-0.207, -6.356, -2.690], [-1.389, -5.078, -3.972], [-0.040, -4.298, -0.787], [-1.368, 1.826, -0.543], [-0.757, -5.302, -2.964], [-0.722, -2.228, -1.098], [-1.164, 3.970, 0.438], [-3.924, 1.753, 1.043], [0.620, -5.439, -0.148], [-0.786, 2.538, 0.629], [-0.105, -3.059, -0.246], [-0.241, 3.117, 2.965], [-0.618, 2.155, 2.024], [-3.115, 5.367, -0.341], [5.404, -7.736, 0.526], [-0.637, -4.219, -2.027], [-1.057, -2.944, -2.207], [-4.010, 1.995, -2.054], [-0.120, 6.089, -0.430], [-1.139, 6.927, -0.231], [-0.754, 2.556, -1.696], [-2.372, 4.085, -0.516], [0.422, -2.691, 1.088], [2.268, 2.429, -0.037], [-2.573, 6.578, -0.197], [4.595, -6.641, -0.156], [-0.757, 0.799, 2.479], [1.786, 3.867, -2.643], [-0.020, 2.822, 4.314], [-0.161, 1.521, 4.747], [-0.243, 4.616, -0.600], [-1.289, 4.053, -1.626], [2.052, -5.592, -0.650], [-0.518, 0.534, 3.830], [-3.247, 7.412, -0.048], [-0.048, 4.146, 2.669], [-4.197, 5.300, -0.312], [0.881, 6.505, -0.462], [-1.463, 4.555, -2.573], [-4.078, 0.919, -2.228], [2.308, 3.054, -3.155], [-0.638, -0.496, 4.145], [0.229, -3.477, 1.816], [2.550, -4.622, -0.703], [2.674, 1.537, -0.522], [5.024, -5.652, 0.009], [0.610, -5.248, 0.921], [-1.562, -2.517, -3.053], [-4.870, 2.277, 1.195], [1.077, 4.301, -3.351], [-5.027, 2.387, -1.993], [1.503, -2.539, 1.041], [5.483, -7.552, 1.597], [2.080, -6.089, -1.618], [-3.522, 2.451, -2.916], [4.491, -6.818, -1.228], [0.008, 1.259, 5.784], [0.047, -6.337, -0.348], [-3.284, 1.901, 1.914], [-1.261, 4.470, 1.322], [4.943, -8.709, 0.374], [-0.055, -1.759, 1.434], [1.882, 2.153, 0.941], [-0.916, 7.979, -0.099], [2.531, 4.629, -2.404], [-0.957, 2.073, -2.649], [3.102, 3.128, 0.081], [0.271, 3.614, 4.992], [6.409, -7.753, 0.107], [-4.135, 0.685, 0.964]],
  "e_lumo_ev": -0.858,
  "orbital_gap_ha": 0.166,
  "relative_energy_kj_mol": 615.7,
  "total_energy_ha": -2813.0894
}


{
  "formula": "C27H36Cl2F4N2PReS",
  "method": "ωB97M-V/def2-TZVPD",
  "species": ["Re", "Cl", "Cl", "S", "P", "F", "F", "F", "F", "N", "N", "C", "C", "C", "C", "C", "C", "C", "C", "C", "C", "C", "C", "C", "C", "C", "C", "C", "C", "C", "C", "C", "C", "C", "C", "C", "C", "C", "H", "H", "H", "H", "H", "H", "H", "H", "H", "H", "H", "H", "H", "H", "H", "H", "H", "H", "H", "H", "H", "H", "H", "H", "H", "H", "H", "H", "H", "H", "H", "H", "H", "H", "H", "H"],
  "coordinates": [[-0.175, -0.506, -0.117], [-1.590, 1.763, -4.873], [-2.540, -0.908, -0.290], [-0.546, 0.771, -2.079], [-0.376, -1.215, 2.308], [4.905, 2.029, 2.310], [2.231, 1.128, -2.330], [3.897, 3.245, -2.127], [3.241, -0.101, 2.096], [1.776, -0.592, -0.193], [0.271, -2.540, -1.313], [-2.670, 0.930, -3.815], [-4.871, 0.056, -3.379], [3.383, 0.748, 1.063], [2.864, 1.366, -1.178], [-0.763, -3.611, -1.362], [0.604, -2.642, 2.884], [4.434, 2.691, 0.097], [-0.717, 3.788, 3.179], [-0.943, 4.689, 0.850], [-3.986, 0.737, -4.204], [-0.353, -2.223, -3.787], [0.726, -2.271, -2.723], [-0.185, 1.284, 0.775], [-1.160, -4.221, -0.029], [-0.132, 3.769, 1.765], [4.250, 1.828, 1.165], [-2.071, -1.641, 2.833], [3.736, 2.446, -1.072], [-2.189, 0.453, -2.586], [1.457, -2.993, -0.559], [2.660, 0.511, -0.103], [-4.436, -0.441, -2.158], [1.325, 4.234, 1.804], [2.469, -1.854, -0.425], [-3.120, -0.219, -1.814], [-0.167, 2.409, 1.228], [0.056, 0.042, 3.541], [-0.397, -4.405, -2.023], [1.442, -3.064, -2.989], [1.069, 0.398, 3.383], [-2.070, -1.864, 3.898], [-1.338, -3.451, 0.721], [-0.909, 5.708, 1.228], [-0.542, 4.678, -0.160], [-0.809, -3.191, -3.961], [5.106, 3.528, 0.172], [1.922, -3.859, -1.055], [1.260, -1.322, -2.711], [0.460, -2.735, 3.958], [0.116, -1.918, -4.718], [-1.746, 3.434, 3.179], [1.919, 3.597, 2.454], [1.132, -3.313, 0.430], [-0.708, 4.803, 3.565], [-5.095, -0.977, -1.500], [-5.893, -0.087, -3.687], [-0.624, 0.884, 3.445], [-0.416, -4.916, 0.353], [-2.725, -0.789, 2.660], [-0.132, 3.166, 3.852], [1.371, 5.249, 2.188], [-1.128, -1.502, -3.563], [0.291, -3.569, 2.415], [-0.032, -0.397, 4.534], [-1.983, 4.372, 0.808], [-4.309, 1.121, -5.157], [1.662, -2.472, 2.692], [3.144, -2.058, 0.418], [-2.467, -2.501, 2.298], [3.101, -1.752, -1.317], [-1.642, -3.178, -1.842], [1.760, 4.221, 0.808], [-2.085, -4.775, -0.156]],
  "s_squared": 1.026,
  "e_lumo_ev": [-4.247, -3.966],
  "orbital_gap_ha": [0.230, 0.241],
  "relative_energy_kj_mol": 21.7,
  "total_charge": 1,
  "multiplicity": 2,
  "total_energy_ha": -3297.3651
}


{
  "formula": "C27H36N5O",
  "method": "ωB97M-V/def2-TZVPD",
  "species": ["O", "N", "N", "N", "N", "N", "C", "C", "C", "C", "C", "C", "C", "C", "C", "C", "C", "C", "C", "C", "C", "C", "C", "C", "C", "C", "C", "C", "C", "C", "C", "C", "C", "H", "H", "H", "H", "H", "H", "H", "H", "H", "H", "H", "H", "H", "H", "H", "H", "H", "H", "H", "H", "H", "H", "H", "H", "H", "H", "H", "H", "H", "H", "H", "H", "H", "H", "H", "H"],
  "coordinates": [[-2.736, 0.146, -3.349], [-0.650, -0.684, -0.617], [2.984, 0.050, 0.570], [2.869, -0.091, 2.023], [-0.444, 3.471, -4.605], [-2.490, -1.430, -1.672], [-3.352, 3.411, -2.505], [0.648, -1.158, 1.395], [-4.005, 4.580, -4.552], [-0.857, 1.705, -1.381], [-2.713, 4.459, -5.085], [3.200, 1.441, 0.144], [-1.181, -3.099, -0.392], [1.217, -3.498, 4.956], [0.356, -0.447, 0.274], [-2.135, -0.308, -2.376], [-1.724, -1.671, -0.452], [2.219, -0.897, 4.884], [1.855, -2.973, 6.087], [-2.574, -1.378, 0.797], [1.667, -1.462, 3.723], [1.197, -2.775, 3.760], [0.084, 2.723, -3.570], [2.382, -1.668, 6.041], [-1.753, 3.829, -4.302], [-0.893, 2.558, -2.596], [4.104, -0.774, 2.525], [-2.063, 3.284, -3.024], [3.808, -0.963, -0.091], [-4.317, 4.063, -3.283], [-3.710, -2.141, -1.980], [-0.835, 0.208, -1.755], [1.537, -0.597, 2.472], [0.714, -4.471, 5.007], [3.393, 1.411, -0.937], [-5.331, 4.163, -2.893], [0.924, 0.451, 0.022], [-3.534, -3.219, -1.921], [-4.519, -1.892, -1.278], [-4.780, 5.082, -5.128], [3.773, -0.731, -1.165], [4.873, -0.952, 0.206], [1.095, 2.327, -3.585], [-1.945, -1.249, 1.680], [-0.832, -3.404, -1.385], [4.047, 1.932, 0.655], [2.871, 0.892, 2.347], [3.383, -1.967, 0.077], [0.031, 1.966, -0.783], [-3.154, -0.459, 0.650], [4.943, -0.225, 2.091], [2.548, 0.146, 4.888], [-1.981, -3.766, -0.049], [4.094, -1.815, 2.182], [0.779, -3.268, 2.877], [-3.562, 2.986, -1.521], [4.190, -0.697, 3.605], [-0.340, -3.163, 0.300], [-1.743, 1.907, -0.753], [2.877, -1.242, 6.915], [-3.255, -2.218, 0.971], [-0.021, 0.027, -2.489], [1.028, 0.330, 2.794], [0.051, 3.723, -5.454], [-0.039, -1.929, 1.738], [-4.026, -1.876, -2.992], [-2.429, 4.833, -6.067], [2.273, 2.015, 0.324], [1.911, -3.560, 7.005]],
  "e_lumo_ev": -2.760,
  "orbital_gap_ha": 0.247,
  "smiles": "CN(C)[N@H+](C)[C@@H](/C=C/N1[C@H](Cc2c[nH]c3ccccc23)C(=O)N(C)C1(C)C)c1ccccc1",
  "relative_energy_kj_mol": 166.5,
  "total_charge": 1,
  "total_energy_ha": -1399.1659
}